[1]
{"formula": "C6H4N2", "method": "the ωB97M-V functional and the def2-TZVPD basis", "e_above_lowest_kcal_mol": 41.4, "smiles": "C=C(C#N)C(=C)C#N", "total_energy_ev": -9264.219, "homo_energy_ha": -0.386, "fmax_ev_per_a": 4.548, "orbital_gap_ev": 9.958, "species": ["C", "C", "C", "C", "C", "C", "H", "H", "H", "H", "N", "N"], "coordinates": [[1.349, 1.564, 0.599], [0.734, 0.546, 0.065], [1.425, -0.663, -0.265], [-0.818, 0.470, -0.122], [-1.559, 1.495, -0.571], [-1.493, -0.791, 0.133], [0.651, 2.323, 1.030], [2.463, 1.608, 0.913], [-1.177, 2.514, -0.645], [-2.629, 1.360, -0.733], [2.182, -1.476, -0.452], [-1.773, -1.886, 0.508]], "mulliken_charge": [-0.72, 0.58, 0.03, 0.43, -0.81, 0.10, 0.26, 0.30, 0.29, 0.32, -0.36, -0.41]}

***

[2]
{"formula": "C6H4N2O", "method": "the ωB97M-V functional and the def2-TZVPD basis", "e_above_lowest_kcal_mol": 51.8, "smiles": "N#C[C@@H]1[C@H](C#N)[C@@H]1C=O", "total_energy_ev": -11311.381, "homo_energy_ha": -0.399, "fmax_ev_per_a": 2.989, "orbital_gap_ev": 10.777, "species": ["C", "C", "C", "C", "C", "C", "H", "H", "H", "H", "N", "N", "O"], "coordinates": [[0.449, 1.102, -1.194], [0.080, 0.965, 0.263], [0.568, -0.368, 0.891], [1.385, -1.200, 0.014], [-0.984, -0.075, 0.683], [-1.813, -0.808, -0.269], [0.966, 2.056, -1.529], [0.075, 1.877, 0.985], [1.114, -0.427, 1.894], [-1.388, 0.004, 1.701], [1.920, -1.912, -0.683], [-2.631, -1.291, -0.924], [0.259, 0.077, -1.833]], "mulliken_charge": [-0.10, -0.01, -0.08, 0.12, -0.12, 0.04, 0.31, 0.33, 0.33, 0.43, -0.39, -0.43, -0.43]}